Entry 1:
Molecular formula: C6H5N
Method: DFT, the ωB97M-V functional and the def2-TZVPD basis

Positions of all 12 atoms, in Å:
C 0.45238 -2.68633 -1.22418
C 0.57488 -1.48994 -1.08730
C 0.74899 -0.11580 -0.82876
N -0.20423 0.82511 -0.94594
C -0.30501 1.63550 0.14625
C -0.43836 1.06092 1.42790
C -0.69742 0.56959 2.50521
H 0.38301 -3.74411 -1.36048
H 1.67269 0.25856 -0.40668
H -0.88326 0.81379 -1.70503
H -0.34816 2.71310 0.02263
H -0.95550 0.15961 3.45639

Computed properties:
HOMO level (alpha / beta): -7.22 / -7.55 eV
energy above the lowest of the compared OMol25 structures with the same formula, charge and spin: 117.01 kcal per mole
orbital gap (alpha / beta): 6.912 / 7.513 eV
strongest force on any atom: 1.19 eV/A



Entry 2:
Molecular formula: C2H3N3O3
Method: DFT, the ωB97M-V functional and the def2-TZVPD basis

Positions of all 11 atoms, in Å:
C -0.30267 1.48041 0.27003
C -0.09725 0.24643 -0.48072
H 1.01813 -2.43943 -0.46024
H -0.69483 -2.77517 0.12185
H -0.04404 2.44678 -1.13833
N 0.34792 -2.10798 0.14602
N -0.04567 -0.76576 0.40706
N 0.11986 1.33404 1.44527
O -0.01826 -0.09870 1.70677
O -0.39957 2.73195 -0.32725
O 0.11638 -0.05258 -1.69046

Computed properties:
SMILES string: Nn1onc(O)c1=O
HOMO level: -9.86 eV
energy above the lowest of the compared OMol25 structures with the same formula, charge and spin: 108.75 kcal per mole
orbital gap: 9.763 eV
strongest force on any atom: 9.06 eV/A



Values for calculated total energy, hartree, ordered as above
-286.1567 -467.7910